The following is a DFT calculation (wB97M-V/def2-TZVPD) of a molecular structure, C6H7F6N2O4RbS2 in a non-equilibrium geometry.

CARTESIAN COORDINATES (ANGSTROEM)
Rb  -0.268  -2.648  -0.831
C  1.543  1.790  -0.712
F  2.833  1.533  -0.405
F  0.757  1.334  0.281
F  1.382  3.143  -0.925
S  1.004  0.895  -2.429
O  -0.422  1.162  -2.546
O  1.753  1.660  -3.476
N  1.379  -0.866  -2.134
S  2.722  -1.087  -2.853
O  2.571  -1.164  -4.309
O  3.877  -0.300  -2.302
C  2.959  -2.975  -2.444
F  2.031  -3.795  -3.025
F  4.191  -3.359  -2.698
F  2.801  -3.044  -1.140
C  -3.450  1.787  2.280
C  -2.180  1.253  2.856
C  -2.296  -0.202  3.376
C  -2.107  -1.133  2.253
N  -1.928  -1.871  1.368
H  -3.162  2.592  1.604
H  -4.235  2.064  2.984
H  -3.900  1.082  1.581
H  -1.744  1.940  3.581
H  -1.431  1.067  2.087
H  -3.209  -0.408  3.934
H  -1.471  -0.451  4.043

E   -56134.2265 eV
Gap between HOMO and LUMO   8.91 eV
HOMO   -9.51 eV
E_LUMO   -0.60 eV
Relative energy (zero: lowest compared OMol25 entry of this formula, charge and spin)   173.5 kJ/mol
Maximum force   0.107 Eh/bohr

The following is a DFT calculation (wB97M-V/def2-TZVPD) of 14 unconnected molecules or ions with the total composition C5H37NO15 in a non-equilibrium geometry.

CARTESIAN COORDINATES (ANGSTROEM)
C  -1.878  0.084  -2.050
O  -1.270  0.392  -3.211
C  -0.767  -0.290  -1.033
C  0.330  0.838  -0.714
C  1.790  0.401  -0.885
C  2.703  0.729  0.272
O  2.511  0.036  1.422
N  -1.498  -0.837  0.138
H  -2.346  1.028  -1.855
H  -2.678  -0.724  -2.250
H  -0.347  -1.268  -1.348
H  0.107  1.635  -1.455
H  0.168  1.238  0.290
H  1.793  -0.635  -0.949
H  2.151  1.015  -1.730
H  2.621  1.781  0.591
H  3.806  0.499  -0.008
H  -2.301  -0.206  0.463
H  -0.779  -0.908  0.945
H  1.277  -0.615  -3.990
H  1.071  0.817  -3.910
O  1.826  0.235  -3.974
H  -0.897  -2.434  3.473
H  -1.968  -3.460  3.213
O  -1.043  -3.557  3.497
H  -0.907  2.917  1.826
H  -2.100  3.888  2.017
O  -1.485  3.525  1.430
H  0.439  -3.301  2.165
H  2.109  -0.918  1.255
O  1.093  -2.545  2.114
H  -1.297  2.831  -2.916
H  -1.317  1.702  -3.981
O  -1.426  2.756  -3.812
H  3.750  0.781  -2.686
H  4.270  -0.458  -2.084
O  4.560  0.313  -2.619
H  1.149  1.212  4.235
H  -0.266  1.765  5.009
O  0.740  1.551  5.051
H  -0.619  -0.867  -3.849
H  0.101  -2.144  -3.510
O  0.060  -1.515  -4.271
H  1.117  0.934  2.131
H  -0.076  0.388  3.031
O  0.341  1.211  2.688
H  0.122  3.347  -3.671
H  1.241  2.637  -4.086
O  1.095  3.548  -3.618
H  0.589  -1.731  2.367
H  -0.667  -0.707  4.144
O  -0.829  -1.060  3.284
H  -2.325  -4.153  0.066
H  -1.856  -3.801  1.536
O  -2.423  -4.401  1.078
H  -3.719  -1.042  3.010
H  -2.464  -1.122  3.829
O  -3.385  -1.337  3.897

E   -37984.7469 eV
Gap between HOMO and LUMO (spin up / spin down)   9.00 / 4.95 eV
HOMO (spin up / spin down)   -7.08 / -7.08 eV
E_LUMO (spin up / spin down)   1.92 / -2.13 eV
Spin multiplicity   2
Net charge   -1
Expectation value of S²   0.754
Relative energy (zero: lowest compared OMol25 entry of this formula, charge and spin)   461.8 kJ/mol
Maximum force   0.100 Eh/bohr

Please write out number 2 again, unchanged.
The following is a DFT calculation (wB97M-V/def2-TZVPD) of 14 unconnected molecules or ions with the total composition C5H37NO15 in a non-equilibrium geometry.

CARTESIAN COORDINATES (ANGSTROEM)
C  -1.878  0.084  -2.050
O  -1.270  0.392  -3.211
C  -0.767  -0.290  -1.033
C  0.330  0.838  -0.714
C  1.790  0.401  -0.885
C  2.703  0.729  0.272
O  2.511  0.036  1.422
N  -1.498  -0.837  0.138
H  -2.346  1.028  -1.855
H  -2.678  -0.724  -2.250
H  -0.347  -1.268  -1.348
H  0.107  1.635  -1.455
H  0.168  1.238  0.290
H  1.793  -0.635  -0.949
H  2.151  1.015  -1.730
H  2.621  1.781  0.591
H  3.806  0.499  -0.008
H  -2.301  -0.206  0.463
H  -0.779  -0.908  0.945
H  1.277  -0.615  -3.990
H  1.071  0.817  -3.910
O  1.826  0.235  -3.974
H  -0.897  -2.434  3.473
H  -1.968  -3.460  3.213
O  -1.043  -3.557  3.497
H  -0.907  2.917  1.826
H  -2.100  3.888  2.017
O  -1.485  3.525  1.430
H  0.439  -3.301  2.165
H  2.109  -0.918  1.255
O  1.093  -2.545  2.114
H  -1.297  2.831  -2.916
H  -1.317  1.702  -3.981
O  -1.426  2.756  -3.812
H  3.750  0.781  -2.686
H  4.270  -0.458  -2.084
O  4.560  0.313  -2.619
H  1.149  1.212  4.235
H  -0.266  1.765  5.009
O  0.740  1.551  5.051
H  -0.619  -0.867  -3.849
H  0.101  -2.144  -3.510
O  0.060  -1.515  -4.271
H  1.117  0.934  2.131
H  -0.076  0.388  3.031
O  0.341  1.211  2.688
H  0.122  3.347  -3.671
H  1.241  2.637  -4.086
O  1.095  3.548  -3.618
H  0.589  -1.731  2.367
H  -0.667  -0.707  4.144
O  -0.829  -1.060  3.284
H  -2.325  -4.153  0.066
H  -1.856  -3.801  1.536
O  -2.423  -4.401  1.078
H  -3.719  -1.042  3.010
H  -2.464  -1.122  3.829
O  -3.385  -1.337  3.897

E   -37984.7469 eV
Gap between HOMO and LUMO (spin up / spin down)   9.00 / 4.95 eV
HOMO (spin up / spin down)   -7.08 / -7.08 eV
E_LUMO (spin up / spin down)   1.92 / -2.13 eV
Spin multiplicity   2
Net charge   -1
Expectation value of S²   0.754
Relative energy (zero: lowest compared OMol25 entry of this formula, charge and spin)   461.8 kJ/mol
Maximum force   0.100 Eh/bohr